2 unconnected molecules or ions with the total composition C3HOS at a distorted geometry, computed with wB97M-V/def2-TZVPD.

Output
Charge: -1
Energy above the lowest of the compared OMol25 structures with the same formula, charge and spin: 170.9 kJ/mol
HOMO-LUMO gap: 7.45 eV
Max |F|: 0.0781 Eh/bohr

Last column: Mulliken charge in e.
Positions of all 6 atoms, in Å:
S  0.93  -1.76  -1.27  -0.31
O  -1.64  -0.83  -1.58  -0.37
C  0.36  1.37  1.31  -0.26
C  -0.47  -0.98  -1.33  0.49
C  -0.27  0.50  0.72  -0.73
H  1.08  1.71  2.15  0.18